C17H13F5IrN3Se3 | the ωB97M-V functional and the def2-TZVPD basis

```
42
Properties=species:S:1:pos:R:3:forces:R:3:lowdin_spin:R:1
Ir 0.1977 -0.4950 -0.1697 -0.203 0.492 -0.080 0.787
Se -2.3645 0.8052 2.1054 0.001 -0.023 0.008 0.001
Se -1.1063 2.6072 1.3427 -0.032 -0.011 0.034 0.003
Se -1.6395 -2.0732 -0.4954 0.024 -0.146 0.172 0.022
F 1.1765 -5.6118 2.2187 -0.245 0.183 -0.128 0.011
F 1.2992 -3.2509 0.5321 0.077 -0.014 -0.188 0.027
F -1.3609 -3.3097 3.3792 0.297 0.213 0.071 -0.012
F -1.5885 -6.6289 2.1428 0.066 -0.110 -0.048 -0.005
F -3.2669 -4.5612 0.5760 -0.141 0.074 0.052 0.002
N 0.0759 -0.6264 2.0614 0.002 -0.128 0.038 0.019
N 1.7991 0.9228 0.2426 0.009 -0.061 -0.165 0.005
N -1.1999 1.1831 -1.1041 0.096 0.105 0.240 0.108
C -1.4939 2.3488 -0.5220 -0.025 0.016 -0.041 0.008
C -2.4965 3.1892 -2.5192 -0.012 0.022 0.005 -0.003
C -2.2404 1.9646 -3.1110 0.003 -0.001 0.025 0.003
C 0.8802 -0.7703 -1.8533 0.075 -0.185 -0.033 -0.028
C 0.1480 -4.9902 1.6917 0.135 -0.001 -0.031 0.031
C 0.0559 -1.2377 4.7724 0.022 0.025 0.007 0.001
C -0.9785 -0.5176 4.2008 0.004 0.053 -0.034 0.000
C -2.0693 -4.2943 2.7346 -0.410 -0.367 0.143 -0.053
C -1.1429 -3.4835 0.5529 -0.213 -0.180 0.070 0.042
C -1.5963 0.9936 -2.3687 -0.005 -0.070 -0.060 0.003
C -2.1335 3.3788 -1.1958 0.023 -0.017 -0.023 0.004
C -0.9297 -0.2253 2.8475 -0.001 -0.007 0.100 0.002
C 1.1184 -1.6229 3.9742 -0.021 0.017 0.001 0.001
C 0.1897 -3.9036 0.9013 0.026 -0.189 0.211 0.000
C -1.2752 -5.3217 2.0289 -0.197 0.427 0.064 -0.011
C -2.0965 -4.3282 1.2216 0.442 -0.242 -0.477 0.001
C 1.0861 -1.3032 2.6324 0.083 0.045 0.023 0.013
H -2.5329 1.7561 -4.1293 -0.005 -0.018 -0.013 0.001
H 1.9533 -2.1804 4.3728 0.015 -0.001 -0.006 0.000
H 1.8821 -1.6199 1.9695 -0.021 0.067 0.076 0.007
H 0.0348 -1.4839 5.8248 -0.009 -0.009 0.010 0.000
H 1.7446 1.7485 -0.3481 -0.002 -0.013 0.016 0.000
H 0.7622 -1.6992 -2.4133 0.038 -0.005 -0.051 0.006
H -2.3633 4.2979 -0.6765 -0.004 0.009 0.007 0.001
H 1.7660 1.2467 1.2055 -0.035 -0.006 -0.007 0.001
H -2.9982 3.9753 -3.0669 0.002 0.008 -0.003 0.000
H 1.4931 -0.0270 -2.3754 0.112 -0.073 -0.004 0.001
H -1.8171 -0.1764 4.7903 0.008 0.013 0.000 0.000
H 2.7086 0.4968 0.0840 0.023 0.092 0.032 0.004
H -1.3888 0.0203 -2.7938 -0.001 0.015 -0.012 0.000
```
Positions in Å, forces in eV/Å.

Computed properties:
Spin multiplicity: 2
LUMO energy (alpha / beta) in Ha: -0.159 / -0.168
Charge: +1
Kohn-Sham gap (alpha / beta) in eV: 5.358 / 5.392
Electronic energy in eV: -234763.0621
E_HOMO (alpha / beta) in Eh: -0.356 / -0.366

---

C2H3Cl4O2V | the ωB97M-V functional and the def2-TZVPD basis

```
12
Properties=species:S:1:pos:R:3:forces:R:3:lowdin_spin:R:1
V -0.9567 -1.3331 -0.5344 0.092 -0.054 0.213 1.985
Cl -1.0580 -0.4903 -2.8690 0.049 -0.177 0.474 0.005
Cl -0.0772 -3.5195 -1.1367 -0.285 0.631 0.135 0.004
Cl -0.6381 -1.8496 1.9572 -0.113 0.129 -0.548 -0.001
Cl -3.3347 -1.6547 -0.4373 0.530 0.072 -0.059 0.007
O -0.8735 0.7532 0.1596 0.039 -0.301 -0.142 -0.005
O 0.9191 -0.3625 -0.3841 -0.094 0.200 -0.154 -0.004
C 1.2301 1.7559 0.6700 0.724 0.308 0.332 0.001
C 0.3809 0.6793 0.0922 -0.577 -0.897 -0.013 0.008
H 0.6376 2.4374 1.2734 -0.089 0.109 -0.127 0.000
H 1.7861 2.2916 -0.1022 -0.183 0.042 -0.089 0.001
H 1.9844 1.2924 1.3114 -0.094 -0.061 -0.022 0.000
```
Positions in Å, forces in eV/Å.

Computed properties:
Spin multiplicity: 3
LUMO energy (alpha / beta) in Ha: 0.209 / 0.209
Charge: -2
Kohn-Sham gap (alpha / beta) in eV: 7.750 / 7.808
Electronic energy in eV: -82002.7946
E_HOMO (alpha / beta) in Eh: -0.075 / -0.077